# 1
30
Properties=species:S:1:pos:R:3:forces:R:3 method="wB97M-V/def2-TZVPD" relative_energy_kcal_mol=54.81 max_force_ev_per_a=5.37 gap_ha=0.3485 total_charge=0 e_lumo_ha=0.0339 total_energy_ev=-35194.0756 e_homo_ev=-8.56 smiles="C[C@@H]1SCCN1P(=O)(N1CC1)N1CC1"
O -1.0949 0.6114 1.3734 0.0 -0.1 1.8
S 3.0464 -1.8805 -0.0809 0.9 -0.7 -1.1
N -1.6741 -1.0596 -0.4729 1.7 -1.3 -1.2
N -0.8549 1.5745 -0.9530 1.1 -0.5 -0.9
N 1.0558 -0.1747 -0.0246 -2.1 0.9 -1.0
C 1.9076 -0.9588 2.1523 4.9 -1.8 -1.1
C 3.0525 -0.5855 -1.3710 0.3 0.2 1.6
C 1.6656 -0.0216 -1.3798 0.0 0.7 0.8
C -3.0719 -0.9468 -0.2876 0.5 0.8 2.2
C -2.1691 -1.9082 0.6242 -4.5 0.0 -1.8
C -1.9694 2.3901 -0.6906 -0.1 4.0 2.0
C -0.5149 2.8913 -0.3062 -0.6 -0.3 -1.3
C 1.5665 -1.3282 0.7746 -1.7 -0.8 -2.8
P -0.6863 0.2144 0.0316 2.3 0.2 1.2
H 2.2042 -1.8665 2.7098 -0.2 0.4 -0.1
H 2.8411 -0.3090 2.0622 -1.3 -0.6 0.5
H 1.1547 -0.4971 2.5797 -3.7 2.4 2.4
H 3.8178 0.0973 -1.0750 0.3 0.9 0.3
H 3.3239 -0.8583 -2.3576 0.2 -1.1 -0.8
H 1.7325 1.0686 -1.6440 -0.5 -1.1 0.0
H 1.1525 -0.6378 -2.0959 -0.8 0.2 -0.6
H -3.3884 -0.0103 0.1048 0.0 0.6 1.0
H -3.8281 -1.2158 -0.9769 0.1 -1.3 -1.1
H -2.2189 -1.6573 1.6575 0.8 0.8 0.5
H -2.7070 -2.8954 0.4648 2.1 0.6 -0.5
H -2.5001 2.9309 -1.4934 0.7 -0.7 -0.1
H -2.4941 2.6166 0.2593 -0.1 -2.0 -0.3
H -0.0672 2.8376 0.6988 -1.1 -0.2 -0.3
H -0.1398 3.7785 -0.8618 0.1 -1.4 -0.4
H 0.8579 -2.1998 0.5782 0.6 1.0 1.1

***

# 2
12
Properties=species:S:1:pos:R:3:forces:R:3 method="wB97M-V/def2-TZVPD" relative_energy_kcal_mol=53.22 max_force_ev_per_a=2.37 gap_ha="0.2687 / 0.2688" total_charge=0 e_lumo_ha="-0.0174 / -0.0173" total_energy_ev=-25912.9834 e_homo_ev="-7.79 / -7.79"
C 0.7980 0.3080 -0.7277 0.1 -0.4 -0.9
C 1.2369 -0.4142 -1.7425 -1.1 -1.1 -1.3
C -0.3846 0.5116 0.1000 2.0 0.9 0.8
C -0.6799 -0.6092 1.0087 0.7 -0.8 1.2
S 1.8420 0.9501 0.4274 -0.3 1.1 1.7
S -1.3419 1.9562 0.2308 0.1 -0.1 -0.9
H 2.3248 -0.5860 -1.7714 -0.7 0.2 -0.4
H 0.5380 -0.9207 -2.4537 0.8 0.5 0.6
H -1.2060 -1.3436 0.4631 -0.9 -1.0 -0.9
H -1.3596 -0.3004 1.8118 0.6 -0.2 0.2
H 0.2728 -1.1438 1.3457 -1.4 1.0 -0.2
H -2.0405 1.5921 1.3079 0.0 -0.1 0.1

***

# 3
61
Properties=species:S:1:pos:R:3:forces:R:3 method="wB97M-V/def2-TZVPD" relative_energy_kcal_mol=19.45 max_force_ev_per_a=1.72 gap_ha=0.2005 total_charge=+1 e_lumo_ha=-0.1659 total_energy_ev=-36575.3802 e_homo_ev=-9.97
C -0.3184 6.0404 1.7694 -0.4 -0.4 0.0
O -1.3488 5.1843 1.2371 0.1 0.3 0.6
C -1.2080 3.8572 1.4819 0.9 -0.4 -0.3
C -2.0337 2.9832 0.7343 0.5 0.7 0.6
C -1.7109 1.6490 0.7161 0.2 -0.4 0.2
C -0.6056 1.1310 1.4182 0.1 0.1 0.4
C -0.4084 -0.3664 1.3119 -0.2 -0.1 0.3
C 0.9070 -1.0542 1.5898 -0.1 0.1 0.0
C 0.8649 -2.4375 1.8074 0.2 -0.1 0.2
C 1.9963 -3.1117 2.2499 0.1 0.3 0.0
C 3.2137 -2.4226 2.3892 -0.5 -0.1 -0.3
C 4.3883 -3.1180 2.9971 0.2 -0.2 -0.1
C 3.2994 -1.1113 1.9141 -0.2 -0.1 0.2
C 2.1450 -0.4120 1.5493 0.0 -0.5 0.1
C 0.1607 1.9965 2.2062 -0.2 -0.3 -0.1
C -0.1558 3.3473 2.2814 -0.8 0.4 -0.7
H -0.6467 7.0521 1.5263 0.2 -0.2 0.1
H -0.2348 5.9033 2.8616 -0.1 0.3 -0.4
H 0.6502 5.8036 1.2964 -0.3 0.1 0.2
H -2.8671 3.3944 0.1693 0.2 -0.1 0.1
H -2.3201 0.9581 0.1223 0.2 0.2 0.2
H -1.2282 -0.8963 1.8458 0.6 0.3 0.0
H -0.0647 -2.9909 1.6269 0.2 0.3 0.4
H 1.9365 -4.1711 2.5240 0.0 0.4 -0.1
H 5.1122 -2.3947 3.3641 0.1 -0.1 0.1
H 4.0802 -3.7711 3.8177 0.0 0.2 0.0
H 4.8890 -3.7503 2.2634 0.1 0.0 0.0
H 4.2743 -0.6228 1.8601 -0.3 -0.1 0.2
H 2.2000 0.6241 1.2309 0.1 -0.1 0.1
H 1.0508 1.6561 2.7422 -0.5 -0.1 0.0
H 0.4251 4.0162 2.9124 0.0 -0.3 -0.3
H -0.6008 -0.5805 0.2896 -0.4 -0.3 -1.3
C -1.5791 -1.9883 -2.5452 0.1 -0.5 1.4
H -1.6986 -0.9174 -2.4398 0.3 0.0 -0.3
C -0.3197 -2.5716 -2.7269 0.1 0.3 -0.2
C -0.2034 -3.9410 -2.7441 -0.4 -0.7 -0.4
N -1.3116 -4.7229 -2.6474 -0.6 1.1 0.6
C -1.1493 -6.2063 -2.7103 0.4 -0.1 -0.1
C -0.9724 -6.7292 -1.3224 0.1 -0.3 0.4
C -2.0975 -7.0631 -0.5743 0.0 0.0 0.3
C -1.9594 -7.4341 0.7646 0.0 -0.1 0.2
C -0.6912 -7.4698 1.3606 0.0 0.1 -0.4
C 0.4414 -7.1799 0.5842 -0.1 -0.1 0.0
C 0.3020 -6.8288 -0.7644 -0.2 0.0 0.5
C -2.5070 -4.1798 -2.2518 0.9 -0.2 -0.2
C -2.6440 -2.7980 -2.1204 0.6 -0.7 -0.7
C -3.8625 -2.2901 -1.4071 -1.3 0.7 0.9
N -4.0095 -0.9259 -1.3311 0.4 -0.6 -0.5
O -4.6212 -3.0442 -0.8121 1.0 0.3 -0.8
H 0.5972 -1.9853 -2.8019 -0.4 0.0 -0.1
H 0.7452 -4.4859 -2.8550 -0.5 0.5 0.0
H -2.0383 -6.6366 -3.1699 0.1 0.2 -0.2
H -0.2548 -6.4017 -3.3259 -0.6 0.1 0.1
H -3.0817 -7.0368 -1.0518 0.2 -0.1 0.3
H -2.8457 -7.7101 1.3467 0.4 0.2 -0.2
H -0.5821 -7.7381 2.4192 -0.1 0.1 -0.6
H 1.4373 -7.2457 1.0295 -0.3 0.0 -0.2
H 1.1756 -6.6407 -1.3896 -0.1 0.0 0.2
H -3.3034 -4.8799 -1.9863 0.2 0.4 -0.2
H -3.6068 -0.2912 -2.0043 -0.1 -0.2 0.1
H -4.8104 -0.5879 -0.8268 -0.2 -0.1 0.1

***

# 4
39
Properties=species:S:1:pos:R:3:forces:R:3 method="wB97M-V/def2-TZVPD" relative_energy_kcal_mol=53.26 max_force_ev_per_a=3.67 gap_ha=0.1805 total_charge=0 e_lumo_ha=-0.0735 total_energy_ev=-27395.0230 e_homo_ev=-6.91
C -1.5103 -0.9815 1.4600 -1.1 -0.4 0.5
C -1.7151 -0.7281 0.0454 1.2 -1.0 -0.8
N -0.8140 -0.9725 -0.8869 -1.0 0.6 1.6
C -1.0651 -0.8838 -2.2781 0.2 0.0 -1.3
C -2.2795 -0.6767 -2.9055 0.3 0.0 -0.4
C -2.2779 -0.6725 -4.3140 0.3 0.0 0.4
C -1.0862 -0.8752 -5.0317 0.1 0.0 0.3
C 0.1291 -1.1135 -4.3719 -0.3 0.1 0.5
C 0.1352 -1.1235 -2.9742 -1.2 0.2 -0.7
C 1.1609 -1.3767 -1.9950 0.7 -0.2 1.2
C 0.5674 -1.2942 -0.7093 0.9 -0.3 -0.7
C 1.2935 -1.5032 0.4479 0.3 -0.1 0.2
C 2.6587 -1.8156 0.3166 -0.3 0.1 -0.5
C 3.2594 -1.8936 -0.9496 -0.2 0.0 0.1
C 2.5170 -1.6813 -2.1189 -0.5 0.1 0.3
H -2.5030 -0.9513 1.9265 0.4 0.0 0.1
H -1.0133 -1.9274 1.7118 -0.2 0.2 -0.4
H -0.9284 -0.1505 1.8855 0.0 0.2 -0.1
H -2.6939 -0.4113 -0.3129 0.3 0.1 0.0
H -3.1752 -0.5380 -2.3065 0.0 0.0 -0.4
H -3.2094 -0.5111 -4.8555 0.3 0.0 0.2
H -1.1123 -0.8459 -6.1226 0.0 -0.1 0.4
H 1.0646 -1.2883 -4.8967 -0.3 0.0 -0.1
H 0.8272 -1.4269 1.4228 0.4 0.1 -0.2
H 3.2473 -1.9992 1.2150 -0.2 0.1 -0.3
H 4.3237 -2.1223 -1.0167 -0.3 0.0 0.0
H 2.9422 -1.7429 -3.1183 0.2 0.0 0.3
C 0.5790 3.6975 4.4848 -0.3 -0.3 -1.4
N 0.5306 2.7766 5.4403 0.2 -0.1 1.2
C 0.1800 1.5133 5.1993 -0.2 0.5 -1.9
N -0.1550 1.0296 3.9748 -0.1 -1.2 1.1
C -0.1372 1.8834 2.9742 0.8 3.4 0.1
C 0.2443 3.3255 3.1805 -0.8 -2.6 -0.8
N 0.1381 3.9298 1.9734 -0.4 -0.1 -2.0
C -0.2712 2.9508 1.0839 0.9 0.7 3.5
N -0.4398 1.7219 1.6504 0.0 0.0 -0.3
H 0.8740 4.7264 4.7084 -0.1 -0.3 0.2
H 0.1589 0.8123 6.0361 0.0 0.2 -0.3
H -0.4441 3.1399 0.0266 0.1 0.0 0.3

***

# 5
31
Properties=species:S:1:pos:R:3:forces:R:3 method="wB97M-V/def2-TZVPD" relative_energy_kcal_mol=10.93 max_force_ev_per_a=1.09 gap_ha=0.2812 total_charge=-1 e_lumo_ha=0.1070 total_energy_ev=-26901.3685 e_homo_ev=-4.74
I -0.5087 -1.0889 -0.2152 0.0 0.0 0.0
C 0.8934 -3.5224 -3.3324 -0.2 0.6 0.0
C 2.0838 -4.1863 -3.9348 0.9 -0.4 0.3
O 1.8222 -5.5726 -4.1597 -0.1 0.0 -0.3
O 0.7459 -3.9045 -1.9881 -0.1 -0.1 -0.1
H -0.0024 -3.7476 -3.9295 0.0 -0.1 0.0
H 1.0657 -2.4386 -3.4054 -0.1 0.0 0.0
H 2.9228 -4.1122 -3.2269 -0.2 0.2 0.0
H 2.4154 -3.6706 -4.8433 -0.3 -0.1 -0.2
H 2.5486 -5.9328 -4.6747 0.0 0.0 0.1
H 0.2588 -3.1925 -1.5402 0.0 0.0 0.2
C 2.4753 1.9188 2.8896 0.4 -0.2 0.0
C 1.9346 1.9506 1.4805 -0.7 0.4 0.2
O 0.5126 1.8677 1.5174 0.3 -0.2 0.0
O 2.5030 0.6043 3.4401 0.0 0.3 0.2
H 1.8826 2.5874 3.5214 0.0 0.1 0.0
H 3.5067 2.2866 2.8956 0.0 -0.1 0.0
H 2.3555 1.1324 0.8953 0.1 0.0 0.0
H 2.1896 2.9203 1.0360 0.2 -0.1 -0.1
H 0.2508 1.0990 0.9836 -0.2 -0.1 0.0
H 1.6107 0.4116 3.7396 -0.1 -0.2 -0.2
C -4.0429 2.9545 1.3768 0.3 0.5 -0.8
C -2.9192 1.9521 1.1995 0.0 -0.1 0.9
O -2.8004 1.6371 -0.1600 -0.3 -0.1 0.0
O -4.0426 3.5481 2.6652 -0.3 -0.1 0.2
H -5.0201 2.5178 1.1757 0.0 -0.2 0.4
H -3.9175 3.7297 0.6027 0.0 -0.1 0.1
H -3.1133 1.0808 1.8429 -0.1 -0.1 -0.3
H -1.9957 2.3841 1.6175 0.0 0.1 -0.3
H -2.3995 0.7560 -0.2321 0.2 0.0 -0.1
H -3.2157 4.0300 2.7630 0.0 -0.1 0.0

***

# 6
64
Properties=species:S:1:pos:R:3:forces:R:3 method="wB97M-V/def2-TZVPD" relative_energy_kcal_mol=111.33 max_force_ev_per_a=3.52 gap_ha=0.1923 total_charge=0 e_lumo_ha=0.0035 total_energy_ev=-45657.2671 e_homo_ev=-5.14
C 2.1354 4.4173 1.9012 -0.8 -0.6 0.4
O 1.0632 3.7658 2.6280 0.6 0.7 0.3
C 0.6950 2.5019 2.2923 0.9 -0.4 -1.2
C -0.3034 1.8995 3.0998 0.2 0.5 -0.2
C -0.8474 0.6860 2.7421 -0.2 -1.1 -0.3
C -0.3459 -0.0157 1.5977 -0.7 1.4 0.8
C -0.7480 -1.3693 1.2645 -0.4 0.6 1.2
C 0.0991 -2.4275 1.1455 0.3 -0.5 -1.1
C -0.5116 -3.7569 0.9792 -0.8 -0.2 -0.1
O -1.7233 -3.9289 0.8253 1.3 -0.1 0.2
N 0.3479 -4.8721 1.0035 0.5 0.8 -0.1
C -0.2627 -6.1805 1.0139 -0.3 -0.2 0.0
C 1.7450 -4.7970 0.9547 0.4 0.1 0.1
O 2.4673 -5.7845 0.8558 -0.9 1.0 0.1
N 2.3002 -3.5051 1.0120 -1.1 -0.8 0.1
C 3.7420 -3.4735 0.9325 0.4 0.0 -0.1
C 1.5648 -2.3034 1.0488 1.0 1.6 -0.1
O 2.1721 -1.2276 0.9452 -0.5 -2.4 0.3
C 0.5662 0.6792 0.8413 1.6 -1.5 -2.8
C 1.2096 1.8219 1.1474 -1.0 1.9 2.7
H 2.3513 5.3244 2.4775 0.0 -0.3 -0.2
H 3.0250 3.7715 1.8387 -0.3 0.2 0.1
H 1.7884 4.6745 0.8874 0.2 -0.1 0.2
H -0.6016 2.4346 4.0002 -0.1 -0.1 -0.2
H -1.6109 0.2024 3.3556 0.1 0.3 0.2
H -1.8177 -1.5969 1.2943 0.3 -0.3 0.3
H 0.5230 -6.9171 0.8855 -0.1 0.0 0.0
H -0.7689 -6.3240 1.9713 0.0 -0.1 -0.1
H -1.0001 -6.2349 0.2137 0.0 -0.1 0.1
H 4.0659 -2.4434 1.0519 0.0 -0.1 0.0
H 4.1526 -4.1105 1.7179 0.1 0.1 -0.1
H 4.0636 -3.8718 -0.0352 0.1 0.1 0.2
H 0.4961 0.1358 -0.8216 0.2 0.4 1.6
H 2.0653 2.1944 0.5786 -0.4 0.2 -0.1
C 1.8503 2.9619 -2.7891 -0.3 -0.1 0.3
O 0.7902 2.1583 -2.2505 -0.1 0.7 -0.7
C -0.3297 2.7670 -1.7765 0.4 0.3 0.2
C -1.4580 1.9487 -1.7069 0.7 -0.8 1.1
N -1.2643 0.5548 -2.0279 -0.7 -0.7 -0.1
C -0.2672 -0.2021 -1.5598 0.6 -0.2 -2.3
N -0.2468 -1.3481 -2.2387 -1.0 0.3 -0.1
C 0.7810 -2.3721 -2.1208 0.2 -0.4 0.2
C -1.3603 -1.3812 -3.0832 0.4 -0.4 0.0
C -2.0065 -0.2107 -2.9325 0.4 0.6 -0.1
C -2.5150 2.3002 -0.8663 0.0 0.1 0.7
O -3.3741 1.2878 -0.5625 -0.5 0.8 -0.2
C -4.5754 1.6357 0.1574 0.4 0.0 -0.2
C -2.5187 3.5596 -0.2451 -0.3 -0.5 0.0
C -1.4270 4.4044 -0.4021 -0.2 0.2 -0.6
C -0.3511 4.0549 -1.2107 0.1 -0.3 -0.2
H 2.4748 2.2576 -3.3340 0.0 0.1 0.0
H 1.4677 3.7300 -3.4734 0.0 -0.2 0.1
H 2.4385 3.4286 -1.9890 -0.1 -0.1 -0.1
H 1.6477 -1.9522 -1.5865 -0.4 -0.1 -0.2
H 0.3882 -3.2345 -1.5547 0.2 0.3 -0.3
H 1.1020 -2.7132 -3.1177 -0.2 0.2 0.3
H -1.5513 -2.2364 -3.7136 -0.1 0.1 0.1
H -2.8677 0.2042 -3.4183 -0.1 -0.1 0.0
H -5.1849 0.7343 0.1241 0.0 0.1 0.1
H -4.3560 1.8997 1.2027 0.0 -0.1 -0.3
H -5.1034 2.4671 -0.3340 0.2 -0.3 0.1
H -3.3430 3.8243 0.4125 0.3 0.0 -0.1
H -1.4270 5.3670 0.1093 0.0 -0.2 -0.1
H 0.4900 4.7357 -1.3586 -0.2 -0.3 0.2

***

# 7
18
Properties=species:S:1:pos:R:3:forces:R:3 method="wB97M-V/def2-TZVPD" relative_energy_kcal_mol=36.98 max_force_ev_per_a=3.82 gap_ha=0.2844 total_charge=-1 e_lumo_ha=0.1458 total_energy_ev=-9458.4255 e_homo_ev=-3.77
C 0.5018 -2.1332 0.0859 -1.2 -0.9 2.8
C -0.8565 -2.0174 -0.6484 0.6 3.7 0.6
C 1.6074 -1.8012 -0.9081 0.5 -0.9 2.1
H 0.5495 -3.1724 0.5587 0.4 1.1 -0.6
H 0.4319 -1.3794 0.9649 0.5 -1.3 -1.4
H -1.2636 -1.0473 -0.1797 -0.2 -1.5 -1.0
H -0.6055 -1.7178 -1.6695 -0.4 -0.2 -0.2
H 2.6153 -2.1293 -0.5764 -0.4 0.5 0.3
H 1.5540 -0.6802 -0.8922 0.2 -1.1 -1.6
H -1.6039 -2.7744 -0.6809 -0.2 -0.9 0.4
H 1.3713 -2.5840 -1.6398 0.2 1.4 -1.3
C 0.5433 2.1592 -0.3972 1.3 -2.4 1.2
C -0.4754 1.5880 0.5607 0.9 0.3 -0.7
O -1.5994 1.6787 0.0945 -3.0 -0.2 -0.1
O -0.0452 1.0786 1.5973 0.1 -0.8 1.6
H 0.2628 3.1407 -0.5480 -0.4 2.0 -1.1
H 0.4712 1.4445 -1.2276 0.4 0.8 -0.3
H 1.4505 2.0698 0.1989 0.7 0.2 -0.8

***

# 8
38
Properties=species:S:1:pos:R:3:forces:R:3 method="wB97M-V/def2-TZVPD" relative_energy_kcal_mol=96.07 max_force_ev_per_a=12.81 gap_ha=0.3365 total_charge=-1 e_lumo_ha=0.0945 total_energy_ev=-23618.8787 e_homo_ev=-6.59
B -0.5970 0.3307 -0.1808 1.5 -2.8 2.9
H -1.5230 0.9507 -0.2578 -2.0 2.1 0.1
H -1.0530 -0.8203 -0.2138 0.2 -0.2 -0.1
H 0.1180 0.4497 -1.0548 1.4 0.5 -1.7
H 0.1060 0.3197 0.9622 -1.0 0.5 -1.3
O 3.1550 0.6107 1.4522 5.3 -5.5 -0.5
H 2.3970 1.0217 1.4252 -6.4 4.4 -0.1
H 2.7900 -0.3113 1.2402 1.2 1.5 0.7
O -4.4580 2.2997 0.9282 -1.8 7.2 -2.1
H -3.7990 2.9417 0.4502 -2.2 -1.2 1.3
H -3.8940 1.6407 0.9682 3.9 -5.9 0.9
O 0.8260 3.0627 -3.0178 -1.4 -0.5 0.6
H 1.3080 2.6037 -2.3268 0.1 0.1 -0.1
H 1.4030 3.4987 -3.6138 1.1 0.4 -0.5
O -1.7350 0.1147 -3.2418 -3.2 1.3 -2.2
H -2.7000 0.4377 -3.1328 2.6 -0.8 -0.1
H -1.4740 -0.1543 -2.3948 0.5 -0.5 2.4
O 1.8950 -0.4463 -3.0288 0.0 2.6 0.0
H 2.3500 0.4617 -2.9188 -1.3 -2.3 -0.2
H 0.9640 -0.2843 -2.7368 0.9 0.2 -0.4
O 1.4680 3.1907 0.4872 -0.9 0.1 0.7
H 0.5970 2.7187 0.5772 1.4 0.2 -0.7
H 1.9720 2.9067 -0.2818 -0.6 -0.4 0.2
O -0.6560 -2.1523 3.2562 0.8 -1.9 -7.3
H 0.1370 -1.8453 2.7022 -1.2 -0.6 1.0
H -0.5920 -1.8333 4.0572 0.7 2.7 6.4
O 1.7350 -1.8573 1.6392 -1.3 2.4 2.8
H 1.5340 -1.8423 0.7362 0.1 -1.2 -2.1
H 2.2530 -2.5073 2.0582 0.9 -1.5 -0.5
O -1.6650 -3.4523 1.0862 0.8 0.0 -2.7
H -1.2720 -3.0063 0.2542 -1.1 -0.7 2.4
H -1.7210 -2.8043 1.7872 0.2 0.5 0.1
O 2.5740 -1.9573 -1.1298 9.9 -7.6 2.6
H 2.8300 -2.5963 -1.8298 -1.1 1.4 0.6
H 1.9000 -1.4843 -1.2308 -8.6 5.9 -2.7
O -2.7820 -0.0863 2.4062 -1.3 0.9 -0.9
H -2.4800 0.2247 1.5462 -0.9 0.5 -1.0
H -1.9100 -0.3453 2.5722 2.3 -1.4 1.8